Entry 1:
# C60H65BaFN6OPSb

A structure of composition C60H65BaFN6OPSb at a distorted geometry (ωB97M-V/def2-TZVPD, OMol25).

Last column: Löwdin charge in e.
Cartesian coordinates (Å):
Ba  0.00029  0.76459  0.18237  1.497
N  0.09179  -2.45587  -3.92286  -0.126
P  0.92926  -2.57165  -2.39524  1.064
C  2.59435  -2.05094  -2.97138  -0.377
C  3.28796  -1.10808  -2.22420  -0.114
C  4.54022  -0.65986  -2.63740  -0.083
C  5.10770  -1.16609  -3.79341  -0.087
C  4.42114  -2.11601  -4.54716  -0.084
C  3.16888  -2.54834  -4.14347  -0.098
C  1.09690  -4.41086  -2.42401  -0.349
C  2.31047  -5.06106  -2.20780  -0.084
C  2.37407  -6.44950  -2.16255  -0.074
C  1.22474  -7.21150  -2.32611  -0.093
C  0.00601  -6.57682  -2.52943  -0.091
C  -0.05570  -5.18966  -2.56569  -0.135
C  -0.30611  -1.22489  -4.41864  -0.401
C  -1.11740  -1.12393  -5.55702  -0.033
C  -1.38937  0.13099  -6.06041  -0.084
C  -0.85716  1.25357  -5.43934  -0.084
C  -0.09187  1.05935  -4.30829  -0.143
N  0.18324  -0.14616  -3.79453  0.111
H  -0.34659  -3.27163  -4.31066  0.085
H  2.84635  -0.74025  -1.29868  0.069
H  5.07606  0.06865  -2.03916  0.103
H  6.08704  -0.82938  -4.11305  0.099
H  4.86926  -2.52096  -5.44799  0.099
H  2.62958  -3.27815  -4.73914  0.106
H  3.21692  -4.48969  -2.06221  0.104
H  3.33198  -6.92898  -1.99012  0.108
H  1.27271  -8.29425  -2.28654  0.099
H  -0.90010  -7.16057  -2.65125  0.100
H  -1.02259  -4.70978  -2.69668  0.083
H  -1.50257  -2.02193  -6.02923  0.104
H  -2.01602  0.23656  -6.93746  0.102
H  -1.05735  2.25132  -5.80506  0.102
H  0.31115  1.90892  -3.76983  0.107
C  3.84368  3.42442  -1.37498  -0.067
C  2.86966  2.44430  -1.09991  -0.159
N  1.95352  2.58183  -0.17530  -0.063
C  1.92788  3.73656  0.56843  -0.163
C  2.89126  4.77555  0.37251  -0.180
C  3.85196  4.57371  -0.62848  -0.031
C  2.85096  5.93618  1.16694  -0.058
C  1.87152  6.08345  2.10850  -0.041
C  0.86619  5.09224  2.30883  -0.169
C  -0.20190  5.24641  3.24132  -0.058
C  -1.20671  4.25465  3.31611  -0.123
C  -1.10095  3.13786  2.53792  -0.240
N  -0.04996  2.92728  1.67967  -0.143
C  0.89521  3.90353  1.54364  -0.212
H  4.56547  3.25903  -2.16320  0.094
H  2.85002  1.51503  -1.67300  0.084
H  4.59898  5.34554  -0.79786  0.113
H  3.60363  6.70422  1.01921  0.105
H  1.84192  6.98132  2.71748  0.104
H  -0.23878  6.14316  3.85020  0.086
H  -2.05637  4.36352  3.98235  0.093
H  -1.86499  2.35962  2.55693  0.099
O  -1.00098  -0.33508  3.36923  -0.197
N  -0.15407  -0.12937  4.33376  -0.207
C  0.04535  1.10677  4.83639  0.001
C  0.97792  1.33652  5.82593  -0.038
C  1.72462  0.29182  6.34049  -0.076
C  1.49299  -0.97134  5.83120  -0.043
C  0.55526  -1.16051  4.83848  -0.017
H  -0.55038  1.88690  4.38604  0.100
H  1.11105  2.35114  6.17715  0.113
H  2.46889  0.45876  7.10787  0.105
H  2.04536  -1.82933  6.19029  0.114
H  0.34537  -2.12061  4.39570  0.113
C  -5.40589  -0.31585  2.08238  -0.135
C  -4.80086  -1.69017  2.37501  -0.712
C  -4.24962  -1.69525  3.80525  -0.138
C  -5.86183  -2.77246  2.20919  -0.115
Sb  -3.01734  -1.88762  1.08242  1.597
C  -3.84892  -2.28888  -0.93578  -0.700
C  -4.80957  -1.14489  -1.26212  -0.130
C  -2.65720  -2.21777  -1.89269  -0.163
C  -4.56057  -3.63061  -1.10016  -0.114
C  -2.16146  -3.87056  1.61411  -0.688
C  -1.32903  -3.62822  2.87547  -0.150
C  -3.16705  -4.99044  1.86126  -0.115
C  -1.21283  -4.25158  0.47634  -0.145
H  -6.15868  -0.08195  2.84838  0.083
H  -5.90165  -0.27888  1.11161  0.054
H  -4.64990  0.47698  2.10468  0.074
H  -5.03125  -1.36254  4.50311  0.082
H  -3.38775  -1.02531  3.91199  0.057
H  -3.93645  -2.69970  4.11153  0.061
H  -6.64904  -2.62996  2.96499  0.085
H  -5.45647  -3.77721  2.33752  0.051
H  -6.33846  -2.71872  1.22629  0.062
H  -4.35318  -0.16171  -1.10395  0.064
H  -5.72294  -1.20104  -0.66253  0.056
H  -5.10602  -1.20630  -2.31945  0.089
H  -2.13683  -1.25493  -1.82415  0.045
H  -3.00758  -2.32749  -2.93099  0.092
H  -1.92234  -3.00328  -1.69814  0.013
H  -5.38448  -3.75184  -0.39200  0.059
H  -3.87076  -4.47198  -0.97355  0.057
H  -4.98227  -3.69920  -2.11521  0.084
H  -1.94319  -3.32861  3.73054  0.062
H  -0.59525  -2.83697  2.69691  0.032
H  -0.78967  -4.54982  3.14449  0.091
H  -3.74678  -4.81140  2.77110  0.062
H  -2.62628  -5.93844  1.99922  0.087
H  -3.86298  -5.12319  1.03040  0.056
H  -0.57739  -3.41552  0.16080  0.050
H  -1.75752  -4.61999  -0.39771  0.050
H  -0.54244  -5.05850  0.80567  0.092
C  2.26677  -1.30363  1.68032  -0.142
C  3.23541  -2.23888  1.33443  -0.371
C  4.59717  -1.89016  1.03815  -0.084
C  5.53792  -2.82972  0.71322  -0.073
C  5.22323  -4.20639  0.67120  -0.287
C  3.90270  -4.57944  0.98910  -0.088
C  2.94771  -3.64744  1.29032  -0.074
C  6.20208  -5.18817  0.32305  -0.248
N  6.98904  -5.98942  0.04357  0.088
H  2.59337  -0.30704  1.98755  0.022
H  1.33952  -1.66340  2.13702  -0.009
H  4.87244  -0.83892  1.06726  0.100
H  6.55075  -2.52456  0.47821  0.105
H  3.64655  -5.63323  0.98573  0.105
H  1.93682  -3.97204  1.53142  0.090
F  -4.52218  4.76635  -3.14039  0.014
C  -3.64636  3.91280  -2.54559  -0.318
C  -3.62520  2.59408  -2.94288  -0.051
C  -2.71778  1.73187  -2.31994  -0.216
C  -1.82325  2.12353  -1.30217  -0.351
C  -1.91420  3.49127  -0.96121  -0.180
C  -2.80537  4.38877  -1.56443  -0.042
H  -4.30600  2.24985  -3.71845  0.105
H  -2.71925  0.69783  -2.67138  0.055
H  -1.26464  3.89947  -0.18796  0.057
H  -2.85426  5.43353  -1.26688  0.106

Summary:
Highest occupied orbital energy (spin up / spin down) in eV: -2.626 / -3.493
Total charge: -1
<S²>: 0.778
LUMO energy (spin up / spin down) in eV: 2.1 / 2.1
Frontier orbital gap (spin up / spin down) in Eh: 0.174 / 0.206
Total energy in eV: -93500.417
Spin multiplicity: 2



Entry 2:
# H8N4OSi

A cluster of 2 separate species, H8N4OSi in total at a distorted geometry (ωB97M-V/def2-TZVPD, OMol25).

Last column: natural (NBO) charge in e.
Cartesian coordinates (Å):
N  2.54323  -1.14191  -0.63995  -0.415
N  0.45349  -1.19958  -1.31942  -0.629
N  -0.09844  1.40982  1.07741  -1.046
N  1.40652  -0.72568  -0.55627  0.004
O  -2.24321  0.09262  -0.80904  -1.256
Si  -1.96023  0.54656  0.60365  1.590
H  0.66316  0.88157  0.76141  0.420
H  2.79928  -1.87727  -1.46822  0.252
H  0.77877  -1.97347  -1.97721  0.338
H  -0.53531  -0.96514  -1.25776  0.449
H  0.14447  2.30584  0.63546  0.405
H  -0.03010  1.37824  2.09281  0.409
H  -2.48538  1.75479  1.21984  -0.254
H  -1.43625  -0.48639  1.63727  -0.267

Summary:
Highest occupied orbital energy in eV: -9.579
Total charge: 0
SMILES: [NH3+][SiH2][O-].[H]/N=N\N
LUMO energy in eV: 0.6
Frontier orbital gap in Eh: 0.375
Total energy in eV: -16013.748
Spin multiplicity: 1



Repeat the second record exactly.
# H8N4OSi

A cluster of 2 separate species, H8N4OSi in total at a distorted geometry (ωB97M-V/def2-TZVPD, OMol25).

Last column: natural (NBO) charge in e.
Cartesian coordinates (Å):
N  2.54323  -1.14191  -0.63995  -0.415
N  0.45349  -1.19958  -1.31942  -0.629
N  -0.09844  1.40982  1.07741  -1.046
N  1.40652  -0.72568  -0.55627  0.004
O  -2.24321  0.09262  -0.80904  -1.256
Si  -1.96023  0.54656  0.60365  1.590
H  0.66316  0.88157  0.76141  0.420
H  2.79928  -1.87727  -1.46822  0.252
H  0.77877  -1.97347  -1.97721  0.338
H  -0.53531  -0.96514  -1.25776  0.449
H  0.14447  2.30584  0.63546  0.405
H  -0.03010  1.37824  2.09281  0.409
H  -2.48538  1.75479  1.21984  -0.254
H  -1.43625  -0.48639  1.63727  -0.267

Summary:
Highest occupied orbital energy in eV: -9.579
Total charge: 0
SMILES: [NH3+][SiH2][O-].[H]/N=N\N
LUMO energy in eV: 0.6
Frontier orbital gap in Eh: 0.375
Total energy in eV: -16013.748
Spin multiplicity: 1